Molecular formula: C5H8LiMnO3
Method: DFT, ωB97M-V/def2-TZVPD

Each line ends with the Löwdin charge.
Geometry (Å):
C: -2.44886 -1.50361 0.46736  -0.053
C: -3.60125 -1.61769 1.14613  0.264
H: -2.47491 -1.58190 -0.62705  0.120
H: -1.35775 -2.32952 0.46374  0.225
H: -3.76713 -1.31674 2.18691  0.083
Li: -1.11457 0.74371 2.36368  0.888
O: 0.74337 0.15237 -0.66200  0.031
Mn: 1.72870 -2.46654 -1.46256  0.861
O: 0.17716 -1.89990 -0.26680  -0.052
C: 0.03549 -0.68035 0.03262  -0.640
O: -1.00741 -0.28637 0.68292  -0.080
C: 1.58500 1.15935 -0.05280  -0.177
C: 1.93290 2.14586 -1.13755  -0.038
H: 0.99758 1.64723 0.73878  0.121
H: 2.49578 0.66157 0.31294  0.144
H: 1.03749 2.69417 -1.45449  0.100
H: 2.66745 2.85429 -0.73442  0.106
H: 2.37097 1.62409 -1.99739  0.098

Results
- DFT total energy (hartree) = -1578.67400
- total charge = +2
- gap between HOMO and LUMO (alpha / beta) (eV) = 8.28 / 3.13
- 2S+1 = 7